*A*
Entry from OMol25: a cluster of 2 separate species, C7H9N in total (ωB97M-V/def2-TZVPD).

The geometry in XYZ format:
```
17
C7H9N (ωB97M-V/def2-TZVPD)
C 1.08 0.82 -0.15
C 0.10 -0.34 0.09
C -0.55 -0.63 -1.31
C -0.24 0.16 -2.33
C -0.78 0.45 1.11
C -1.42 -0.11 2.21
C 0.97 -1.53 0.65
H 0.66 1.58 -0.87
H 2.33 0.55 -0.44
H 1.30 1.40 0.88
H -1.36 -1.36 -1.22
H 0.69 0.92 -2.63
H -0.72 -0.26 -3.20
H -0.97 1.50 0.75
H -1.27 -1.28 2.43
H -1.56 0.74 3.45
N 1.75 -2.61 0.59
```

## Properties
**Highest occupied orbital energy**: -9.829 eV

Löwdin atomic charge list, values in e, 8 entries:
1. C -0.170
2. C -0.502
3. C -0.107
4. C -0.013
5. C -0.219
6. C -0.041
7. C -0.068
8. H 0.057

*B*
Entry from OMol25: a structure of composition C7H9N (ωB97M-V/def2-TZVPD).

The geometry in XYZ format:
```
17
C7H9N (ωB97M-V/def2-TZVPD)
C 1.54 -0.14 -1.19
C 0.73 0.90 -1.62
C -0.85 0.55 0.25
C 0.21 0.50 1.25
C 0.14 -0.72 1.83
C -0.50 -1.69 0.81
C -1.14 -0.88 -0.05
H 0.91 -0.72 -0.35
H 2.93 -0.08 -1.33
H 1.04 1.96 -2.25
H -0.94 1.75 -1.55
H -1.81 0.96 0.51
H 1.06 1.18 1.64
H 1.09 -0.90 2.47
H -0.42 -2.82 0.91
H -1.72 -0.88 -1.11
N -0.42 1.21 -0.94
```

## Properties
**Highest occupied orbital energy**: -7.825 eV

Löwdin atomic charge list, values in e, 8 entries:
1. C -0.060
2. C -0.289
3. C -0.383
4. C -0.115
5. C -0.093
6. C -0.085
7. C -0.103
8. H 0.040

Quick one: most stable of them? *B*

*A*
Entry from OMol25: the molecule C7H9N (ωB97M-V/def2-TZVPD).

The geometry in XYZ format:
```
17
C7H9N (ωB97M-V/def2-TZVPD)
C -1.35 0.42 -2.83
C -0.96 -0.03 -1.45
C 0.16 0.40 -0.84
C 0.29 0.12 0.61
C -0.11 -1.01 1.32
C 0.62 -1.12 2.49
C 1.49 -0.02 2.53
N 1.19 0.76 1.44
H -2.33 0.07 -3.15
H -0.63 0.08 -3.58
H -1.35 1.51 -2.94
H -1.76 -0.52 -0.91
H 0.78 1.18 -1.25
H -0.80 -1.73 0.92
H 0.54 -1.74 3.37
H 2.35 0.19 3.14
H 1.86 1.44 1.11
```

## Properties
**Highest occupied orbital energy**: -7.394 eV
**SMILES string**: C/C=C/c1ccc[nH]1

Löwdin atomic charge list, values in e, 8 entries:
1. C -0.115
2. C -0.156
3. C -0.048
4. C -0.271
5. C -0.078
6. C -0.101
7. C -0.124
8. N 0.041

*B*
Entry from OMol25: the molecule C7H9N (ωB97M-V/def2-TZVPD).

The geometry in XYZ format:
```
17
C7H9N (ωB97M-V/def2-TZVPD)
C -0.71 0.42 1.44
C 2.10 0.71 -0.66
C -0.35 0.51 -0.03
C 0.91 -0.20 -0.47
C 0.98 -1.53 -0.55
N -0.69 1.63 -0.70
C -1.85 -0.42 0.39
C -2.85 -1.08 0.22
H -1.56 2.00 -0.32
H -1.05 1.36 1.87
H -0.43 -0.44 2.03
H 2.39 1.15 0.30
H 1.86 1.52 -1.34
H 2.95 0.16 -1.08
H 1.90 -2.02 -0.86
H 0.15 -2.17 -0.27
H -3.75 -1.62 0.05
```

## Properties
**Highest occupied orbital energy (spin up / spin down)**: -8.323 / -8.320 eV

Löwdin atomic charge list, values in e, 8 entries:
1. C 0.062
2. C -0.059
3. C -0.513
4. C -0.315
5. C 0.056
6. N 0.093
7. C -0.111
8. C 0.147

*C*
Entry from OMol25: the molecule C7H9N (ωB97M-V/def2-TZVPD).

The geometry in XYZ format:
```
17
C7H9N (ωB97M-V/def2-TZVPD)
C 0.93 0.62 1.80
C 0.85 -0.69 1.35
C -0.03 -0.82 0.30
C -0.19 -1.56 -0.72
C -0.67 -0.69 -1.89
N -0.45 0.69 -1.43
C -0.67 0.66 0.03
C 0.19 1.55 0.94
H 1.55 0.83 2.67
H 1.45 -1.52 1.68
H 0.20 -2.59 -0.87
H -1.69 -0.80 -2.21
H -0.11 -0.84 -2.89
H 0.58 0.64 -1.37
H -1.69 0.69 0.36
H -0.46 2.15 1.53
H 0.82 2.27 0.25
```

## Properties
**Highest occupied orbital energy**: -8.152 eV
**SMILES string**: C1=CC2=CCN[C@@H]2C1

Löwdin atomic charge list, values in e, 8 entries:
1. C -0.050
2. C -0.047
3. C -0.264
4. C -0.042
5. C -0.202
6. N -0.031
7. C -0.238
8. C -0.168

Quick one: most stable of them? *A*

*A*
Entry from OMol25: the molecule C7H9N (ωB97M-V/def2-TZVPD).

The geometry in XYZ format:
```
17
C7H9N (ωB97M-V/def2-TZVPD)
C -0.25 0.82 -0.79
C 0.26 1.00 -2.14
C 0.34 -0.27 0.01
C 0.79 0.31 1.36
C 0.14 0.20 2.51
N 1.33 -1.04 -0.58
C -1.06 -0.95 -0.01
C -2.05 -1.63 0.03
H -0.92 1.52 -0.32
H 1.50 -1.84 0.03
H 1.73 0.84 1.28
H 0.19 0.02 -2.65
H 1.36 1.12 -2.10
H -0.16 1.84 -2.69
H -0.82 -0.31 2.58
H 0.55 0.63 3.42
H -2.91 -2.26 0.05
```

## Properties
**Highest occupied orbital energy (spin up / spin down)**: -7.112 / -9.595 eV

Löwdin atomic charge list, values in e, 8 entries:
1. C -0.104
2. C -0.100
3. C -0.627
4. C -0.109
5. C 0.023
6. N 0.168
7. C -0.082
8. C 0.133

*B*
Entry from OMol25: the molecule C7H9N (ωB97M-V/def2-TZVPD).

The geometry in XYZ format:
```
17
C7H9N (ωB97M-V/def2-TZVPD)
C 2.58 -0.83 -0.30
N 1.54 -0.07 -0.75
C 0.98 0.91 0.21
C -0.53 0.95 0.39
C -1.01 -0.28 1.12
C -1.73 -1.12 0.26
C -1.99 -0.35 -0.89
C -1.34 0.82 -0.88
H 2.63 -1.63 -1.04
H 3.23 -0.99 0.68
H 1.42 1.92 -0.06
H 1.28 0.78 1.32
H -0.58 1.94 0.95
H -0.58 -0.44 2.16
H -2.17 -2.14 0.43
H -2.51 -0.84 -1.81
H -1.24 1.40 -1.80
```

## Properties
**Highest occupied orbital energy**: -8.219 eV
**SMILES string**: C=NCC1C=CC=C1

Löwdin atomic charge list, values in e, 8 entries:
1. C -0.037
2. N -0.012
3. C -0.263
4. C -0.341
5. C -0.065
6. C -0.088
7. C -0.155
8. C -0.082

Quick one: most stable of them? *B*